A structure of composition C29H49Cl3HgN3O3Si in a non-equilibrium geometry, computed with ωB97M-V/def2-TZVPD.

Properties
* HOMO: -3.69 eV
* strongest force on any atom: 1.9 eV Å⁻¹
* net charge: -1
* LUMO energy: 2.08 eV
* calculated total energy: -91104.3341 eV

Last column: Mulliken charge in e.
Element x y z (Å)
H  -4.0732  2.8672  1.2535  0.42
H  -4.6604  0.1145  -7.8698  0.32
H  -1.8094  1.3036  -6.9167  0.31
C  0.4604  -4.1515  -1.0878  -1.19
H  3.4493  -1.1706  -3.3013  0.34
H  0.3223  1.0327  6.0378  0.30
H  -3.4569  1.1928  0.9784  0.37
H  0.1727  -3.2031  -1.5627  -0.08
H  5.0675  -0.6884  -0.0361  0.31
H  1.0155  -3.9530  5.4764  0.32
C  -1.7083  3.7569  2.3746  -0.82
C  0.7734  0.2773  5.3773  -1.17
C  -2.2259  4.4119  -1.9310  -0.57
N  1.1387  0.8696  4.0999  0.66
Hg  -1.2419  -0.2358  -0.5728  1.26
Cl  -1.8258  -2.8221  -6.5410  -0.35
O  0.3880  1.3083  1.9840  -0.73
C  2.6527  -2.6497  4.9213  -0.52
O  2.0019  1.1614  -1.0423  -0.48
H  -3.2976  0.9390  3.4224  0.26
C  -1.4399  0.2745  -7.0145  -0.86
C  3.1409  -5.5715  -0.4647  -1.49
H  2.5955  -5.7805  -1.3910  0.36
C  1.3437  -3.8658  0.0751  0.39
H  -3.8565  2.6418  3.6316  0.42
H  -1.1673  3.8244  3.3246  0.28
C  -1.4979  1.9475  -0.8172  0.20
C  -2.8858  3.9142  -0.8142  -0.53
H  -4.8875  -1.6511  -7.7990  0.26
H  3.5468  0.7226  0.2390  0.15
H  -2.5328  4.4758  2.3559  0.42
C  -4.1422  -0.8556  -7.9390  -0.95
C  2.0300  2.0215  4.1184  -1.13
C  -3.1858  2.2562  1.0371  -1.08
H  3.0256  1.7238  4.4638  0.31
H  3.1107  -2.6646  5.9143  0.38
H  -4.2293  -1.7239  -4.7779  0.29
C  1.4796  -3.3714  4.6773  -0.72
H  -0.2147  -2.8269  1.0767  0.40
C  -0.7673  2.4791  -1.8622  -0.42
C  -2.9878  1.9870  3.5044  -0.90
H  -3.7380  4.4475  -0.3891  0.28
H  0.0009  -0.4435  2.9758  0.23
H  1.6499  2.7831  4.8069  0.33
C  0.8715  -2.6765  0.9344  -0.23
H  2.0918  2.4232  3.1072  0.30
H  3.2189  -6.5084  0.1055  0.29
H  -2.7154  -1.0336  -4.1526  -0.14
H  -0.0334  -3.8975  3.2007  0.40
H  -4.0136  0.0545  -4.7149  0.30
N  -2.2759  2.3855  2.2518  1.14
H  4.1685  -5.2947  -0.7396  0.27
Cl  -0.7590  -1.0329  -2.8198  -0.90
Cl  -2.1623  -0.9224  1.5996  -0.70
H  -0.5947  0.1353  -6.3277  0.22
C  0.4835  0.5480  2.9684  0.18
Si  -2.7823  -0.9657  -6.6152  0.55
H  1.6560  -0.1270  5.8864  0.39
H  0.0747  1.9260  -2.2691  0.40
H  -2.5542  5.3393  -2.3982  0.35
C  1.4840  -2.6289  2.3700  -0.34
H  -0.4683  -4.6519  -0.7740  0.30
C  4.6107  -1.2987  -0.8261  -0.76
N  3.4001  -0.6472  -1.2823  0.35
H  -1.0218  3.9396  1.5397  0.25
C  2.7603  -1.2138  -2.4467  -0.56
H  -3.7178  -0.9420  -8.9496  0.26
H  -2.3031  2.1134  4.3510  0.27
H  0.9581  -4.7704  -1.8383  0.39
H  5.3231  -1.4177  -1.6561  0.32
C  2.6467  -1.8977  2.6162  0.44
C  -1.1441  3.6986  -2.4551  -0.78
O  1.0124  -1.5526  0.2373  -0.49
C  -3.5111  -0.9007  -4.9058  -0.42
H  -1.0807  0.1319  -8.0438  0.27
H  4.3905  -2.2994  -0.4229  0.10
C  2.9442  0.4792  -0.6707  0.08
C  0.8888  -3.3473  3.4089  -0.02
H  4.1296  -1.3208  4.0670  0.37
H  -1.4783  1.7341  2.0811  -0.65
H  2.5370  -2.2695  -2.2556  0.11
H  0.0581  -0.5376  5.2154  0.33
H  3.0838  -1.3298  1.7936  -0.08
H  3.1121  -4.1465  1.2036  0.37
H  1.8353  -0.6825  -2.6686  -0.06
C  3.2243  -1.9017  3.8878  -0.53
C  -2.4894  2.7049  -0.2117  0.62
C  2.5221  -4.4720  0.3411  0.13
H  -0.6087  4.0720  -3.3360  0.38